This record from the OMol25 dataset describes a gas-phase ion, C3H4NO2 (charge +1) in a non-equilibrium geometry. The level of theory is ωB97M-V/def2-TZVPD.

Its energy above the lowest of the compared OMol25 structures with the same formula, charge and spin is 335.0 kJ/mol. For the total energy, the calculation gives -321.53880 hartree. The max |F| comes out at 3.28 eV/A. The calculation puts the frontier orbital gap (alpha / beta) at 10.22 / 10.22 eV. As for the charge: +1.

Last column: Mulliken charge in e.
Positions of all 10 atoms, in Å:
C (1.8564, 0.0670, -0.7478)  0.143
C (-0.1418, 0.0811, 0.2314)  0.809
C (-1.5998, -0.2826, 0.4910)  -0.840
N (2.2766, 0.7238, 0.1963)  0.027
O (0.5468, -0.2557, -0.8967)  -0.209
O (0.4966, 0.7169, 1.0379)  -0.303
H (2.4046, -0.0896, -1.6715)  0.391
H (-1.6644, -1.3943, 0.3716)  0.321
H (-2.3529, 0.0698, -0.4017)  0.346
H (-1.8221, 0.3635, 1.3896)  0.314



This record from the OMol25 dataset describes 2 unconnected molecules or ions with the total composition C2H7NO in a non-equilibrium geometry. The level of theory is ωB97M-V/def2-TZVPD.

Its energy above the lowest of the compared OMol25 structures with the same formula, charge and spin is 102.6 kJ/mol. For the total energy, the calculation gives -210.35965 hartree. The max |F| comes out at 1.12 eV/A. The calculation puts the frontier orbital gap at 11.37 eV. Its SMILES is C=NC.O. As for the charge: 0.

Last column: Mulliken charge in e.
Positions of all 11 atoms, in Å:
C (-1.0463, -0.6091, 0.8061)  -0.221
N (-0.2184, -0.3982, -0.1203)  -0.345
C (-0.6443, -0.7656, -1.4538)  -0.773
H (-0.7715, -0.3476, 1.8252)  0.241
H (-2.0548, -1.0394, 0.7267)  0.241
H (-1.6003, -1.2888, -1.4387)  0.281
H (0.1108, -1.2957, -2.0336)  0.250
H (-0.8141, 0.1444, -2.0491)  0.280
O (1.6732, 1.5893, 0.8443)  -0.697
H (2.2931, 1.1841, 0.2170)  0.285
H (0.8859, 1.0174, 0.7548)  0.458



This record from the OMol25 dataset describes a molecular structure, C39H41CoFN4O3 in a non-equilibrium geometry. The level of theory is ωB97M-V/def2-TZVPD.

Its energy above the lowest of the compared OMol25 structures with the same formula, charge and spin is 0.0 kJ/mol. For the total energy, the calculation gives -3438.20589 hartree. The max |F| comes out at 1.61 eV/A. The calculation puts the frontier orbital gap (alpha / beta) at 5.43 / 5.76 eV. The multiplicity is 2. As for the charge: -2.

Last column: Mulliken charge in e.
Positions of all 89 atoms, in Å:
Co (0.2662, 1.1399, -0.2497)  0.106
O (2.2046, 0.3919, 3.5951)  -0.809
C (3.0076, -0.5851, 3.1751)  0.296
C (3.8240, -1.2090, 4.1273)  -0.721
C (4.6790, -2.2242, 3.7583)  -0.361
C (4.7454, -2.6396, 2.4311)  -1.047
C (3.9384, -2.0197, 1.4888)  -0.396
C (3.0675, -0.9989, 1.8365)  -0.537
C (2.1830, -0.3850, 0.8039)  1.357
O (1.3161, 0.4679, 1.2223)  0.421
N (2.3291, -0.7729, -0.4243)  -0.933
N (1.3722, -0.1191, -1.1943)  1.747
C (1.3514, -0.3738, -2.4206)  -0.960
C (0.4235, 0.2636, -3.3524)  0.682
C (0.4727, -0.1401, -4.6850)  -0.562
C (-0.3261, 0.4200, -5.6641)  -0.879
C (-1.2140, 1.4385, -5.2951)  -0.492
C (-1.2929, 1.8639, -3.9937)  -0.823
C (-0.4911, 1.2951, -2.9668)  0.052
O (-0.6084, 1.7508, -1.7734)  0.008
H (1.6407, 0.6533, 2.8178)  0.222
H (3.7548, -0.8754, 5.1560)  0.449
H (5.2967, -2.7005, 4.5110)  0.377
H (5.4143, -3.4376, 2.1372)  0.407
H (3.9670, -2.3101, 0.4452)  0.408
H (2.0850, -1.0880, -2.8009)  0.095
H (1.1727, -0.9289, -4.9480)  0.346
H (-0.2559, 0.0849, -6.6913)  0.346
H (-1.8493, 1.9019, -6.0444)  0.393
H (-1.9803, 2.6523, -3.7104)  0.383
C (0.5444, -3.1482, -0.7770)  -1.834
C (-0.2528, -2.5309, 0.3751)  2.077
C (-0.0312, -3.3555, 1.6504)  -1.817
C (-1.7185, -2.3765, 0.0120)  0.698
C (-2.4265, -3.4952, -0.4271)  -0.168
C (-3.7556, -3.4058, -0.8016)  -1.430
C (-4.3764, -2.1651, -0.7478)  -1.047
C (-3.7105, -1.0186, -0.3114)  0.867
C (-4.5335, 0.2643, -0.2831)  0.552
C (-4.0060, 1.3282, -1.2422)  -0.984
C (-4.7343, 0.8539, 1.1190)  -1.507
C (-2.3525, -1.1150, 0.0983)  -1.106
N (-1.6656, 0.0073, 0.6126)  1.284
C (-1.7368, 0.1485, 1.9553)  1.222
C (-2.3468, -0.7512, 2.8756)  -0.783
C (-2.3558, -0.5292, 4.2511)  -0.837
C (-1.7848, 0.6053, 4.8106)  -0.841
C (-1.2236, 1.5468, 3.9381)  -0.386
C (-1.2394, 1.3182, 2.5889)  -0.528
F (-0.7386, 2.2846, 1.7855)  -0.225
H (1.6145, -3.1200, -0.5517)  0.251
H (0.3811, -2.5952, -1.7057)  0.408
H (0.2528, -4.1938, -0.9423)  0.474
H (0.1257, -1.5279, 0.5564)  -1.046
H (-0.4848, -4.3510, 1.5562)  0.320
H (-0.4576, -2.8601, 2.5234)  0.337
H (1.0436, -3.4843, 1.8291)  0.460
H (-1.9215, -4.4577, -0.4693)  0.310
H (-4.3009, -4.2846, -1.1296)  0.334
H (-5.4177, -2.0769, -1.0453)  0.314
H (-5.5237, -0.0298, -0.6426)  0.538
H (-2.9849, 1.6051, -0.9829)  -0.378
H (-4.6406, 2.2234, -1.2027)  0.475
H (-3.9998, 0.9603, -2.2733)  0.357
H (-3.8272, 1.3475, 1.4695)  0.139
H (-4.9988, 0.0823, 1.8487)  0.316
H (-5.5394, 1.5967, 1.0934)  0.544
H (-2.8175, -1.6415, 2.4758)  0.515
H (-2.8214, -1.2670, 4.8988)  0.354
H (-1.7717, 0.7644, 5.8831)  0.321
H (-0.7676, 2.4606, 4.3063)  0.441
N (-2.0024, 4.4008, -0.5188)  -0.975
H (-1.4551, 3.8037, -1.1352)  0.350
H (-1.3999, 4.5494, 0.2825)  0.343
H (-2.7424, 3.7935, -0.1837)  0.351
C (1.5549, 2.9215, -0.2889)  -1.812
C (2.7947, 2.5581, -0.9253)  0.724
C (2.9547, 2.5718, -2.3327)  -0.170
C (4.1285, 2.1561, -2.9451)  -0.540
C (5.2181, 1.7085, -2.1974)  -0.621
C (5.0887, 1.6863, -0.8084)  -0.355
C (3.9180, 2.0989, -0.1899)  -0.340
H (0.9239, 3.6190, -0.8434)  0.466
H (1.6328, 3.1599, 0.7757)  0.444
H (2.1147, 2.8960, -2.9433)  0.291
H (4.1945, 2.1732, -4.0302)  0.374
H (6.1291, 1.3766, -2.6805)  0.330
H (5.9169, 1.3363, -0.1983)  0.378
H (3.8389, 2.0580, 0.8942)  0.199



This record from the OMol25 dataset describes 9 unconnected molecules or ions with the total composition H18O9. The level of theory is ωB97M-V/def2-TZVPD.

Its energy above the lowest of the compared OMol25 structures with the same formula, charge and spin is 217.6 kJ/mol. For the total energy, the calculation gives -687.94293 hartree. The max |F| comes out at 0.36 eV/A. The calculation puts the frontier orbital gap at 9.98 eV. Its SMILES is O.O.O.O.O.O.O.O.O. As for the charge: 0.

Last column: Mulliken charge in e.
Positions of all 27 atoms, in Å:
O (1.3016, 3.5979, -0.4311)  -0.601
H (0.8881, 4.4672, -0.4165)  0.312
H (1.0765, 3.2045, 0.4162)  0.291
O (1.0465, -1.1959, 2.6775)  -0.657
H (1.7606, -1.0241, 2.0382)  0.363
H (0.3248, -0.6228, 2.3842)  0.367
O (-3.6714, 1.3273, -0.3978)  -0.607
H (-4.1253, 2.1671, -0.2769)  0.300
H (-2.7934, 1.4625, -0.0255)  0.300
O (-1.0276, 0.8124, 1.8337)  -0.657
H (-0.5224, 1.5214, 2.2490)  0.317
H (-1.7335, 0.6135, 2.4614)  0.295
O (0.2605, -2.8367, -0.0667)  -0.647
H (0.1688, -3.0339, 0.8748)  0.337
H (1.0315, -3.3353, -0.3548)  0.275
O (-2.5961, -2.4071, -0.8856)  -0.631
H (-2.7453, -2.9483, -1.6654)  0.292
H (-1.6390, -2.4297, -0.7473)  0.362
O (0.0583, -0.0218, -0.9546)  -0.620
H (-0.1656, 0.5241, -0.1942)  0.239
H (0.5597, -0.7583, -0.5761)  0.308
O (3.1018, -1.0033, 0.6791)  -0.619
H (3.6436, -0.2892, 0.3264)  0.292
H (3.6311, -1.7996, 0.5683)  0.288
O (0.5271, 1.2391, -3.5011)  -0.616
H (0.3989, 0.8912, -2.6016)  0.419
H (1.2401, 1.8778, -3.4137)  0.298